(1)
Below is a 6-piece molecular cluster, H12O6 overall at a distorted geometry, with properties calculated with ωB97M-V/def2-TZVPD.

```
18
Properties=species:S:1:pos:R:3:forces:R:3:mulliken_charge:R:1
O 3.771 0.296 1.007 -0.1 -0.2 0.2 -0.656
H 4.581 0.636 0.620 0.0 0.1 0.0 0.285
H 3.195 1.063 1.161 0.1 0.2 -0.2 0.388
O -4.838 -0.756 -1.997 -1.8 1.2 0.5 -0.630
H -4.814 -1.651 -1.673 0.7 -0.3 -0.5 0.304
H -4.226 -0.543 -2.695 0.4 -0.9 0.0 0.322
O 1.803 2.239 0.620 -0.3 -0.1 0.0 -0.693
H 1.213 2.897 1.004 0.3 0.2 0.1 0.289
H 1.162 1.525 0.455 0.0 0.0 0.1 0.427
O -0.438 0.527 0.854 -0.1 0.4 -0.7 -0.692
H -1.038 0.487 1.601 0.0 -0.3 0.1 0.300
H -0.042 -0.344 0.702 0.0 -0.2 0.7 0.361
O -2.222 -1.026 -1.923 0.3 -0.4 -0.3 -0.585
H -2.062 -0.081 -1.897 0.2 0.1 0.3 0.323
H -1.605 -1.437 -1.316 0.1 0.2 0.1 0.273
O 1.512 -1.491 1.151 -0.2 0.0 -0.3 -0.683
H 2.063 -1.199 0.412 0.2 -0.1 0.2 0.332
H 1.985 -1.141 1.914 0.0 0.0 0.0 0.335
```
Forces are in eV/Å.

The calculated total energy comes out at -458.62669 Ha. As for the highest occupied orbital energy: -10.63 eV. The value obtained for the energy relative to the best compared isomer or geometry (same formula, charge and spin) is 28.73 kcal/mol. The frontier orbital gap is 11.000 eV. The SMILES is O.O.O.O.O.O. For the LUMO energy, the calculation gives 0.372 eV.



(2)
Below is a 2-piece molecular cluster, C2H8NS2 overall at a distorted geometry, with properties calculated with ωB97M-V/def2-TZVPD.

```
13
Properties=species:S:1:pos:R:3:forces:R:3:mulliken_charge:R:1
C -1.176 -1.233 1.243 1.1 -1.2 -0.5 -0.909
C 0.239 0.565 -0.386 -0.3 2.6 -1.6 0.014
N 1.075 -0.510 -1.056 -2.4 0.1 0.3 -0.309
S 1.134 1.777 0.588 -0.5 -0.7 1.4 -0.149
S -0.816 1.373 -1.627 2.0 -3.5 -1.3 -0.093
H -1.207 -1.703 0.223 -0.2 0.5 1.3 0.259
H -0.278 -1.383 1.878 -0.8 0.0 -0.5 0.339
H -1.918 -0.528 1.542 -0.4 0.2 0.0 0.362
H 0.808 -0.547 -2.079 0.7 -0.4 1.3 0.364
H 0.898 -1.404 -0.548 0.0 0.4 -0.7 0.349
H 2.011 -0.237 -0.878 1.6 0.1 -0.3 0.358
H 0.564 1.690 1.902 0.6 -0.4 -1.7 0.224
H -1.334 2.141 -0.803 -1.4 2.2 2.2 0.191
```
Forces are in eV/Å.

The calculated total energy comes out at -931.68431 Ha. As for the highest occupied orbital energy (spin up / spin down): -12.21 / -14.05 eV. As for the spin multiplicity: 3. The value obtained for the energy relative to the best compared isomer or geometry (same formula, charge and spin) is 5.25 kcal/mol. The net charge is +1. The frontier orbital gap (spin up / spin down) is 8.344 / 7.923 eV. For the LUMO energy (spin up / spin down), the calculation gives -3.868 / -6.130 eV.



(3)
Below is a 3-piece molecular cluster, C46H72F2IN6O8PS2 overall at a distorted geometry, with properties calculated with ωB97M-V/def2-TZVPD.

```
138
Properties=species:S:1:pos:R:3:forces:R:3:mulliken_charge:R:1
C 0.371 0.242 1.979 0.1 -0.2 -0.5 -0.776
S -1.044 1.421 1.868 -0.7 1.6 3.6 1.561
O -0.520 2.700 2.365 -0.1 -1.4 -1.6 -0.698
O -2.179 0.951 2.670 1.4 -0.1 -1.5 -0.710
N -1.621 1.635 0.249 0.0 -1.3 -0.3 0.746
C -3.035 1.351 0.108 -3.4 -1.1 -0.3 -1.524
C -4.037 2.391 0.000 -0.1 -1.3 0.0 -1.352
C -5.488 2.122 -0.165 2.0 -1.1 0.2 0.675
C -6.401 3.381 -0.309 0.6 -0.1 0.8 -0.657
C -7.700 3.384 0.602 -0.8 0.8 -0.9 -0.843
C -8.963 3.611 -0.349 0.2 0.3 0.1 -0.651
C -9.185 5.154 -0.706 -1.1 -1.1 0.3 -0.430
N -8.810 5.404 -2.123 0.7 1.4 0.2 -0.405
C -8.519 6.801 -2.366 0.3 0.6 -0.4 0.357
N -9.403 7.632 -2.755 0.3 -0.8 0.1 -0.679
N -7.102 7.180 -2.176 -0.8 -0.8 -0.1 -0.532
C -5.917 0.723 -0.202 1.8 0.1 -0.4 0.606
P -7.707 0.290 -0.409 -1.5 -0.3 2.4 0.493
O -8.468 0.235 0.902 0.8 0.4 -1.4 -0.618
C -4.922 -0.393 -0.095 0.6 1.5 0.0 0.653
C -5.275 -1.911 -0.170 0.4 0.5 -0.6 -0.956
C -5.328 -2.640 1.227 0.6 -0.3 -1.2 0.335
O -4.608 -3.572 1.418 -0.7 0.6 0.3 -0.480
I -6.734 -1.940 2.706 0.4 -0.2 -0.3 0.038
C -3.516 -0.057 0.052 -0.1 1.7 -0.3 0.980
S -2.183 -1.311 0.142 -0.1 0.8 -0.8 -0.487
C -0.925 -0.517 -0.932 0.5 1.7 -0.5 0.640
C -0.104 -1.242 -1.886 0.1 1.8 0.5 -0.226
C -0.202 -2.789 -2.060 1.5 0.6 -0.9 -0.531
C -0.617 -3.095 -3.571 -1.1 0.5 1.3 -0.349
C -1.808 -2.148 -3.988 0.7 -0.6 -1.0 -0.474
F -2.819 -2.093 -2.989 1.0 -0.1 -1.0 -0.246
C 0.830 -0.428 -2.699 -1.2 1.3 1.6 -0.528
C 0.923 1.035 -2.553 -0.2 -1.2 0.6 1.671
C 1.916 1.804 -3.507 -1.4 -0.5 -1.0 -1.007
C 0.980 2.604 -4.523 -0.6 0.0 1.5 0.008
F 1.620 3.727 -5.088 -0.4 -1.1 0.2 -0.338
C 0.113 1.759 -1.549 -1.0 -1.9 -0.1 -0.218
C 0.182 3.294 -1.299 0.9 0.1 1.1 -0.673
C 1.681 3.654 -0.875 -0.3 -0.5 -1.9 -0.721
O 1.710 4.342 0.390 1.3 0.5 0.0 -0.219
C 2.989 4.701 0.735 0.6 -0.2 -0.2 0.094
O 3.971 4.353 0.125 -0.7 0.1 0.1 -0.500
C -0.807 0.954 -0.750 1.5 -0.9 -1.9 -1.239
H 0.940 0.560 2.892 -0.8 -0.2 -0.7 0.335
H 1.075 0.328 1.111 -0.8 0.0 0.6 0.177
H -0.056 -0.791 2.054 0.4 1.0 0.0 0.344
H -3.693 3.458 0.042 -0.4 -1.2 0.0 0.293
H -6.634 3.530 -1.396 0.0 -0.2 0.9 0.301
H -5.789 4.279 -0.005 -0.4 -1.0 -0.5 0.063
H -7.689 4.286 1.281 0.2 -1.0 -0.6 0.427
H -7.807 2.490 1.265 0.1 0.6 -0.8 0.507
H -9.894 3.159 0.094 0.9 0.6 -0.4 0.332
H -8.793 3.110 -1.347 -0.3 0.4 1.1 0.323
H -10.297 5.339 -0.641 1.2 0.1 0.1 0.307
H -8.659 5.826 0.031 -0.4 -0.6 -0.7 0.246
H -7.945 4.920 -2.369 -0.3 0.1 0.4 0.321
H -8.994 8.564 -2.874 -0.1 -0.3 0.2 0.251
H -6.799 7.828 -2.900 -0.2 0.1 0.5 0.267
H -6.990 7.566 -1.239 0.2 0.0 -0.4 0.220
H -7.871 -1.004 -1.012 0.6 0.8 -0.3 0.018
H -8.379 1.196 -1.297 1.0 -0.4 0.0 0.034
H -4.425 -2.399 -0.732 -0.8 0.4 0.7 0.110
H -6.186 -2.114 -0.800 0.7 0.2 1.1 0.500
H 0.861 -3.184 -1.913 -1.5 0.3 -0.1 0.017
H -0.872 -3.296 -1.327 0.4 0.7 -0.6 0.463
H -0.995 -4.150 -3.615 0.6 0.8 -0.2 0.433
H 0.258 -2.918 -4.250 -0.9 -0.3 0.5 0.124
H -1.439 -1.116 -4.242 -0.5 -0.8 0.7 0.208
H -2.244 -2.569 -4.933 0.0 0.4 0.9 0.370
H 1.490 -0.914 -3.462 -0.7 0.4 0.9 0.249
H 2.465 1.061 -4.152 -0.2 0.7 1.0 0.415
H 2.618 2.472 -2.954 -0.6 -0.5 -0.6 0.316
H 0.522 1.920 -5.293 0.9 0.8 0.4 0.305
H 0.109 2.979 -3.914 0.9 -0.1 -0.8 0.065
H -0.444 3.630 -0.424 0.4 -0.8 -0.9 0.250
H -0.163 3.916 -2.167 0.5 -0.7 0.7 0.486
H 2.309 2.718 -0.866 -0.6 1.0 0.5 0.382
H 2.114 4.280 -1.710 -0.2 -0.3 1.2 0.395
H 3.150 5.355 1.639 -1.2 -0.6 -0.6 0.369
C 2.555 0.352 7.312 -0.1 -0.4 -0.6 -1.853
C 3.661 1.238 6.706 -0.5 0.8 1.9 1.683
C 5.033 0.612 7.001 0.3 0.0 -0.3 -1.242
C 6.179 1.408 6.384 0.0 0.0 0.0 -0.535
C 5.966 1.601 4.886 0.0 -0.5 0.4 -1.341
C 4.570 2.124 4.495 0.5 2.0 -0.9 1.942
N 3.454 1.475 5.246 1.3 -3.3 -0.9 0.429
O 3.219 0.297 4.677 -0.5 1.3 0.3 -0.587
C 4.490 3.653 4.697 0.1 0.2 0.3 -1.795
C 4.432 1.961 2.968 -0.4 -0.7 0.0 -1.830
C 3.526 2.557 7.501 0.2 0.3 0.0 -1.775
H 2.491 -0.634 6.849 0.1 0.2 -0.1 0.374
H 2.745 0.178 8.373 0.2 0.2 -0.1 0.417
H 1.577 0.833 7.224 0.1 0.0 -0.1 0.432
H 5.066 -0.415 6.622 -0.1 0.0 -0.1 0.382
H 5.183 0.544 8.083 -0.2 0.1 -0.1 0.373
H 6.293 2.376 6.879 -0.1 0.0 0.0 0.318
H 7.119 0.873 6.550 0.0 0.1 0.0 0.387
H 6.735 2.278 4.503 -0.2 0.1 -0.1 0.368
H 6.143 0.636 4.398 -0.2 0.0 0.0 0.420
H 3.479 4.018 4.494 0.0 -0.1 0.1 0.365
H 5.163 4.171 4.010 0.0 -0.2 0.0 0.476
H 4.779 3.984 5.692 -0.1 -0.1 0.0 0.291
H 4.611 0.934 2.641 -0.2 0.0 0.1 0.353
H 5.165 2.578 2.443 0.0 0.1 0.3 0.510
H 3.440 2.263 2.623 0.0 0.0 0.1 0.290
H 3.391 2.351 8.566 0.0 -0.2 -0.1 0.449
H 2.659 3.133 7.170 0.0 -0.1 -0.1 0.373
H 4.406 3.196 7.448 -0.1 0.0 -0.1 0.330
C 2.865 -5.182 -5.083 -0.3 0.5 0.5 -1.763
C 3.639 -6.024 -4.050 -0.1 -1.1 -1.8 1.783
C 5.105 -5.568 -4.018 0.2 0.1 0.3 -1.262
C 5.927 -6.321 -2.979 0.0 0.0 0.0 -0.526
C 5.284 -6.222 -1.599 0.2 0.4 -0.4 -1.232
C 3.781 -6.559 -1.561 0.0 -1.9 1.3 1.746
N 3.006 -5.975 -2.697 1.4 3.3 0.7 0.342
O 2.772 -4.700 -2.409 -0.6 -1.2 -0.3 -0.528
C 3.569 -8.089 -1.542 0.2 -0.3 -0.3 -1.711
C 3.247 -6.111 -0.183 -0.3 0.7 -0.3 -1.921
C 3.567 -7.452 -4.639 0.1 -0.3 0.1 -1.855
H 2.799 -4.126 -4.814 0.0 -0.1 0.2 0.212
H 3.363 -5.218 -6.054 0.1 -0.2 0.2 0.464
H 1.849 -5.563 -5.216 0.0 0.0 0.1 0.459
H 5.160 -4.494 -3.808 -0.2 0.0 0.1 0.354
H 5.558 -5.709 -5.005 -0.2 0.0 0.0 0.383
H 6.053 -7.369 -3.264 -0.1 0.0 0.0 0.319
H 6.934 -5.898 -2.939 0.0 -0.1 0.0 0.382
H 5.826 -6.875 -0.909 -0.3 0.0 0.1 0.356
H 5.437 -5.201 -1.233 -0.2 0.0 0.0 0.403
H 2.506 -8.335 -1.591 0.1 0.1 -0.1 0.394
H 3.957 -8.523 -0.617 0.0 0.2 0.0 0.465
H 4.079 -8.616 -2.345 -0.1 0.1 -0.1 0.297
H 3.455 -5.059 0.020 -0.1 0.0 -0.2 0.347
H 3.727 -6.679 0.618 0.1 -0.1 -0.3 0.440
H 2.169 -6.269 -0.101 0.1 0.0 -0.1 0.453
H 3.760 -7.433 -5.714 -0.1 0.2 0.1 0.445
H 2.577 -7.891 -4.495 0.0 0.1 0.1 0.384
H 4.309 -8.135 -4.231 -0.1 0.0 0.1 0.355
```
Forces are in eV/Å.

The calculated total energy comes out at -4361.30011 Ha. As for the highest occupied orbital energy (spin up / spin down): -8.54 / -8.54 eV. As for the spin multiplicity: 3. The frontier orbital gap (spin up / spin down) is 8.245 / 8.166 eV. For the LUMO energy (spin up / spin down), the calculation gives -0.292 / -0.372 eV.



(4)
Below is C4H9NO2 as an isolated structure, with properties calculated with ωB97M-V/def2-TZVPD.

```
16
Properties=species:S:1:pos:R:3:forces:R:3:mulliken_charge:R:1
C 0.460 -1.706 -0.862 0.0 0.1 -0.1 -1.244
C 0.051 -0.807 0.266 0.1 0.2 0.0 0.282
C 0.976 0.113 0.792 -0.1 -0.2 -0.4 -0.495
O 0.719 0.542 2.107 0.1 0.2 0.0 -0.536
N -1.388 0.327 -0.711 0.1 0.2 0.2 -0.501
C -1.181 1.593 -0.454 0.0 -0.1 0.0 0.061
O -0.001 2.084 -0.493 -0.1 0.0 -0.2 -0.590
H -0.408 -2.063 -1.416 0.1 0.0 0.1 0.370
H 1.009 -2.568 -0.462 -0.1 0.1 0.0 0.339
H 1.118 -1.174 -1.556 -0.1 -0.1 0.1 0.295
H -0.746 -1.150 0.923 0.2 0.1 -0.1 0.376
H 2.033 -0.057 0.549 -0.2 0.0 0.0 0.329
H 0.664 1.141 -0.027 0.1 -0.2 0.2 0.414
H 0.868 1.495 2.121 -0.1 -0.1 0.2 0.340
H -2.348 0.059 -0.500 0.1 0.0 0.0 0.199
H -1.983 2.281 -0.141 0.0 -0.2 0.0 0.362
```
Forces are in eV/Å.

The calculated total energy comes out at -362.95273 Ha. As for the highest occupied orbital energy: -8.50 eV. The value obtained for the energy relative to the best compared isomer or geometry (same formula, charge and spin) is 83.34 kcal/mol. The frontier orbital gap is 9.437 eV. For the LUMO energy, the calculation gives 0.933 eV.



- Which formula does entry 2 have?
  C2H8NS2



- Which value of calculated total energy does entry 4 give?
  -362.95273 Ha



- Which value of calculated total energy does entry 1 give?
  -458.62669 Ha